Computed, not measured: 10 unconnected molecules or ions with the total composition C33H43F10NO30P, with the ωB97M-V functional and the def2-TZVPD basis.

CARTESIAN COORDINATES (ANGSTROEM)
C  -8.06721  -0.93688  4.35126
N  4.59591  0.84356  2.77304
H  -8.28060  -2.00023  4.29694
H  4.93341  1.73912  3.09453
H  -4.53835  5.56054  0.21011
C  2.57573  -0.16277  3.68069
C  6.06601  -1.98592  1.66244
C  4.37640  6.77770  3.75572
C  1.08727  2.60557  6.78845
H  -2.60157  -2.28446  1.93673
O  1.13196  -5.49216  -6.19527
H  0.62998  -6.64852  -7.85604
H  1.34335  -5.06993  -8.21174
O  0.00389  -2.85529  -11.21847
C  -4.10118  -2.04814  3.52086
H  2.38319  -1.65173  -10.50114
H  -2.29168  1.44508  -2.57216
P  1.13633  -1.94389  2.34316
C  0.33567  -1.47807  -11.15466
O  -1.85325  -1.33075  0.09413
H  6.53045  -2.43831  0.78831
H  4.05179  -1.33272  1.82296
H  -0.18378  -2.55041  -3.22631
O  -3.69199  -3.99676  2.39976
O  -4.99368  -3.05622  3.94490
C  2.31291  -5.29651  -5.59054
C  3.02068  6.88942  3.08195
C  1.27347  -1.47697  -4.40888
O  -0.00194  1.31611  -2.98713
H  2.74931  1.84545  2.94866
H  5.69278  -2.80474  2.27559
H  2.82910  0.58148  1.69436
O  -3.90662  4.37126  -1.37148
H  0.26755  -1.91919  0.17742
H  -3.68972  4.05926  0.66337
O  1.91604  2.89100  5.67028
O  -1.73212  4.77034  -1.15005
C  -8.74215  0.92384  3.26141
H  6.81117  -1.46630  2.25998
H  1.70354  2.86949  8.87912
O  -2.43951  -1.27858  -2.07492
H  4.85859  1.03044  0.67108
F  0.92391  -2.27857  -5.43205
F  -0.15714  3.06726  6.55116
H  -7.04152  -0.78632  4.68872
C  1.79976  3.34236  7.90724
H  -0.37597  -3.27470  3.25746
O  1.00647  -2.57004  -9.25683
O  4.14123  3.16839  5.44484
H  1.45943  -0.62964  0.42947
O  1.26645  -0.67990  3.20096
C  -2.69131  4.24240  -1.95056
F  -8.61659  -0.01857  6.48535
H  -10.06104  -0.56288  5.22702
C  2.74065  6.29698  5.22861
O  4.01376  6.72346  5.13777
H  5.03673  7.61818  3.56858
H  2.02651  -2.27849  0.17085
O  -8.24009  -0.32048  3.07389
C  2.77755  -6.49578  -7.42885
F  2.18022  -2.97041  2.81207
C  -9.04681  -0.16126  5.21017
C  4.92770  -1.05080  1.23950
O  3.33278  -5.71027  -6.38310
F  3.50704  -6.31787  -8.55331
C  3.14062  0.86019  2.70336
C  5.21915  0.43320  1.51921
C  1.23520  -1.67634  0.61831
C  -3.61052  -2.58199  2.19024
H  -4.01785  1.52735  -2.15213
C  3.17475  3.12718  6.13686
H  2.36181  0.28767  4.64421
C  0.25661  -3.40769  -10.00931
O  -4.95675  -5.30573  3.73107
H  1.46626  -2.62493  -2.56522
O  0.60539  -0.23069  -4.51857
H  5.22726  -1.03089  -0.70236
H  2.35159  -1.31095  -4.42885
H  1.41901  -0.54747  -9.48386
H  1.03288  1.52217  6.92242
F  0.80837  -1.07353  -12.35150
H  2.65278  7.90868  2.95670
O  2.18174  6.03682  6.24314
O  3.16290  3.29243  7.46376
O  4.51284  -1.27694  -0.10599
O  -8.88650  1.73343  2.41243
C  1.39933  -1.45971  -10.07127
H  3.27597  -0.97602  3.84950
O  -9.05651  1.10256  4.57498
H  -0.56539  -0.90886  -10.92119
O  0.49205  -0.79009  -2.36491
F  -2.92796  -0.43816  -4.11574
C  0.32781  0.21629  -3.26776
H  -4.32614  -0.85474  -2.76691
C  1.37746  -5.92641  -7.54523
O  -0.12393  -4.47238  -9.65045
C  -2.36926  5.55405  -0.15533
O  -0.25360  -2.56091  2.61680
O  2.45784  -4.83393  -4.50367
O  2.18049  6.20532  3.99472
H  -4.28931  -2.28433  1.39041
C  -3.31797  -0.44237  -2.82815
C  -4.58766  -4.23969  3.38792
C  -2.32112  -0.75128  -0.84085
H  -3.32689  -1.91648  4.28074
C  0.74829  -2.00105  -3.09004
O  -2.80508  0.49541  -0.80062
C  -3.72820  4.88621  -0.04716
F  -4.76832  -0.87734  3.38091
F  2.98325  6.26289  1.88355
H  4.86659  5.84450  3.47449
H  6.29326  0.59793  1.58873
O  -2.49812  3.73320  -3.00347
C  -3.13254  0.90062  -2.14674
F  -1.66226  5.47931  0.99377
H  1.47247  4.38046  7.95128
H  -2.39380  6.59310  -0.48662
H  2.83087  -7.54740  -7.14292

Frontier orbital gap: 9.322 eV
HOMO: -11.9 eV
E_tot: -4935.23327 Ha
Net charge: +1
Largest force on an atom: 0.709 eV/Å

=====

Computed, not measured: a molecular structure, C33H43F3N4O4S5Si2Zr, with the ωB97M-V functional and the def2-TZVPD basis.

CARTESIAN COORDINATES (ANGSTROEM)
H  2.33416  -0.18189  3.46429
H  -5.80554  -1.34230  2.41741
H  1.72393  1.03564  4.59187
H  3.79135  3.64224  1.97653
S  -1.47025  0.97973  1.33489
H  1.04427  4.31787  2.58830
H  1.99404  -0.46550  -4.32225
H  -6.83122  -0.39734  4.43481
C  -1.56255  -0.75618  -4.16454
H  2.39715  5.77729  0.20916
H  -0.43206  -4.30487  2.96147
H  5.95318  -0.98258  0.90963
C  0.81884  2.85609  -4.09651
H  -2.74311  -4.19231  1.94316
C  -2.60087  -3.11240  1.96579
O  -1.60750  0.44794  -1.81011
H  -0.10971  2.33803  -3.85676
H  -6.52082  1.99585  4.98192
C  -6.22930  0.23363  3.79373
O  -1.79802  -2.00777  -1.91717
H  -0.06321  3.34732  1.64152
H  -0.90772  -5.59189  -2.35773
H  3.52222  0.11710  -4.98894
H  -0.84559  -7.94766  -1.59162
H  3.70141  3.92787  -3.30755
H  3.52234  3.35292  3.69610
C  3.14076  0.76781  0.15384
C  -3.42538  -2.45850  0.88525
H  1.99830  0.59466  -5.73621
N  2.00176  1.40975  0.68298
F  -2.88553  -0.66229  -4.29972
H  -3.19734  -2.87902  -0.09688
H  -4.09672  2.46896  1.48531
C  2.54618  4.98906  -0.52797
Zr  0.56741  1.20377  -0.79405
H  -4.48444  -2.58502  1.09137
C  -1.88844  -0.61738  1.09950
Si  2.35284  1.89048  -3.65710
C  3.26519  0.77859  -1.25800
C  3.83661  3.00228  -3.87165
F  -0.98984  0.28986  -4.75886
S  -0.08985  6.11159  -1.34485
C  -0.61740  -4.78506  -0.40006
H  -4.92926  -0.61775  -0.02468
S  -1.12860  -0.82555  -2.38011
H  -0.52587  -8.44900  0.80898
C  -0.40841  -6.38659  1.37892
F  -1.14101  -1.87401  -4.75872
H  4.00098  0.05014  1.98289
H  -0.27486  -6.60816  2.43200
C  -0.43499  -5.06496  0.95052
H  -3.77241  0.72067  -0.01953
C  -4.20617  -0.07395  0.58555
C  -0.25659  -3.94257  1.94593
O  1.42400  4.10333  -0.53723
N  -1.18780  -2.84610  1.70475
N  2.22039  1.41250  -1.96901
H  -0.64109  -3.75900  -0.74915
O  0.33181  -0.81379  -2.33202
C  -4.86497  0.50031  1.82036
C  0.61233  3.31847  2.49551
H  4.44089  2.18911  2.73387
C  -0.55000  -7.42274  0.46640
Si  1.96312  2.02509  2.32834
C  -0.73020  -7.14092  -0.87975
C  5.33605  -0.45636  -1.08042
C  -4.70522  1.84536  2.12809
C  5.20606  -0.48830  0.30240
C  2.48720  0.39423  -4.77997
H  2.68094  5.44160  -1.50924
C  -5.64014  -0.29828  2.65701
S  0.69439  -1.36866  0.58363
C  4.36434  0.15811  -1.85176
C  -6.05855  1.57731  4.09744
C  1.64458  0.65789  3.56925
H  4.45226  0.14996  -2.93011
C  -0.76677  -5.82136  -1.30959
N  -3.12575  -1.02496  0.88170
C  3.58813  2.86711  2.71908
C  4.10988  0.10254  0.90760
H  3.39545  4.36234  -0.26797
H  -5.16881  3.43172  3.48915
C  0.25082  4.55153  -0.98959
H  0.00983  3.13111  3.38774
S  -0.91146  3.25829  -1.05186
H  4.75792  2.53068  -3.52508
H  0.81475  3.03059  -5.17641
H  6.18618  -0.92261  -1.56100
H  0.79191  3.82968  -3.60390
H  0.75334  -3.53669  1.90142
C  -5.30205  2.38255  3.25996
H  0.63040  0.27623  3.42493
C  -0.81537  -1.68994  1.16202
H  3.96936  3.26523  -4.92406
H  -2.88051  -2.73775  2.95541

Frontier orbital gap: 6.418 eV
HOMO: -7.4 eV
E_tot: -4720.15088 Ha
Energy above the lowest of the compared OMol25 structures with the same formula, charge and spin: 14.6 kJ/mol
Largest force on an atom: 0.896 eV/Å

=====

Computed, not measured: a molecular structure, C33H43IN10O7OsS3, with the ωB97M-V functional and the def2-TZVPD basis.

CARTESIAN COORDINATES (ANGSTROEM)
C  -1.30964  0.95931  -3.14714
C  1.29323  -1.60769  -2.33777
H  5.79558  1.31394  -1.36784
C  2.41776  1.89748  -1.55951
C  -2.80295  5.63610  -2.91285
C  3.68719  3.81186  -0.81731
H  1.29351  -1.06210  2.39947
C  -0.66317  1.12104  2.97918
H  -0.91230  3.64356  -4.10342
H  1.33112  -2.35697  -3.11556
H  4.83609  3.70652  -2.64583
H  0.99754  0.90522  0.49414
H  0.09375  2.49661  -4.98967
H  4.68011  -0.05217  -1.33127
O  -0.82085  0.82652  1.69031
N  -1.27863  1.88017  -2.00802
C  1.90306  -6.16789  4.93497
H  2.83207  4.31042  -1.26677
Os  -1.16867  -1.07536  1.20821
C  -0.93331  2.82888  -4.83237
H  3.58380  0.87343  0.71303
C  1.77473  -4.91354  2.87257
H  2.25680  -4.37386  2.06746
C  0.42081  -1.78230  -1.27876
H  5.86496  0.15174  -0.04248
C  -3.30815  -3.82958  -1.57553
C  1.93995  0.47692  -1.37960
C  -3.31667  -2.77070  -0.52330
O  0.31905  -4.16608  0.42965
H  -5.15144  -2.51367  4.58340
C  5.19277  0.68645  -0.71371
C  1.12196  0.18943  -0.30790
C  0.51527  -6.39061  4.87007
O  1.82859  2.54089  -2.42203
H  -4.24395  -4.37655  -1.63184
H  2.66229  -0.23393  -3.27359
H  0.20246  7.20142  -3.12741
N  2.63275  -6.65776  5.96618
H  -1.92774  0.10585  -2.88129
C  -0.97309  3.96480  -0.07570
H  -1.85313  2.46081  1.04329
O  -0.15860  4.21013  0.76703
C  -1.28358  4.81292  -1.24235
H  0.34901  0.16133  4.53706
O  -2.22105  -2.46928  -0.00138
H  0.17814  -1.78878  3.36997
C  -1.82503  1.67262  -4.39045
C  -0.56009  6.52455  -2.76764
S  -0.53905  -4.47529  1.53358
C  -4.26543  -2.41897  3.97808
H  -1.29916  3.25872  -5.76382
C  -3.76954  -1.30814  3.39464
H  -1.88055  0.92660  -5.18616
C  0.39757  -5.13396  2.83143
C  -2.54081  4.78756  -1.85371
H  -3.31401  4.12765  -1.47953
H  2.21994  -7.30104  6.61765
H  5.82579  3.63639  -1.17563
H  -0.28666  0.62508  -3.31176
C  -1.77941  1.73196  -0.80761
H  -5.32660  -2.48630  -0.62586
N  -2.59272  -1.53589  2.71598
H  3.79729  4.18076  0.20393
N  -4.46909  -2.23065  -0.16318
C  2.04185  -0.44821  -2.41223
S  -2.60343  0.22892  -0.36461
S  -3.26693  -3.80301  3.66478
C  -2.20389  -2.79898  2.78731
C  2.51805  -5.41954  3.91269
O  -1.13626  2.05964  3.54453
C  -0.22632  -5.88488  3.82878
N  3.34844  2.38591  -0.72702
H  -2.02076  7.16089  -4.20317
C  -1.81179  6.49950  -3.37295
C  -0.29529  5.69115  -1.69654
N  0.35609  -0.97145  2.79169
H  -2.47719  -4.50489  -1.40009
H  3.63594  -6.62326  5.93967
H  -0.85502  2.77881  -2.22249
H  -4.18950  -0.31515  3.43851
N  -1.03367  -2.96638  2.09554
H  -1.28427  -6.10217  3.76317
H  4.74000  2.18044  0.77265
N  0.33784  -0.90228  -0.26905
H  0.03523  -6.98694  5.63527
H  3.58977  -5.26848  3.93560
H  -2.84720  2.01815  -4.21312
H  0.66468  5.70626  -1.19799
N  -1.75374  2.74269  0.07361
C  4.94263  4.08664  -1.62959
I  -2.99283  -2.87636  -3.45992
H  5.11505  5.16101  -1.68501
O  -1.73716  -5.24550  1.35947
H  -4.49756  -1.48328  0.51502
H  -0.22273  -2.64285  -1.21868
C  4.20480  1.52128  0.09016
H  -3.78015  5.63786  -3.37627
N  0.23548  0.21791  3.53655

Frontier orbital gap: 6.826 eV
HOMO: -12.7 eV
E_tot: -3940.10330 Ha
Net charge: +2
Energy above the lowest of the compared OMol25 structures with the same formula, charge and spin: 0.0 kJ/mol
Largest force on an atom: 0.710 eV/Å